[1]
C6H8KMgO6 as an isolated structure at a distorted geometry. Source: the OMol25 dataset; level of theory: ωB97M-V/def2-TZVPD.

XYZ file:
```
22
Properties=species:S:1:pos:R:3:forces:R:3:lowdin_charge:R:1
O 2.52217 -0.00451 0.79970 0.28 0.23 0.44 0.082
C 1.73657 0.97474 0.41040 0.19 -0.59 -0.80 -0.723
C 2.70544 -1.12239 -0.08192 -0.96 0.39 -0.45 -0.096
O 1.45052 1.88780 1.22277 -0.36 0.89 0.23 0.009
O 1.27532 0.97475 -0.77344 0.95 1.30 0.75 -0.192
C 1.56923 -2.10062 0.11080 -1.06 -1.33 0.50 -0.078
H 3.64732 -1.59373 0.21726 -0.33 0.02 -0.03 0.154
H 2.75690 -0.80007 -1.12791 0.17 0.09 0.29 0.140
H 1.47024 -2.37770 1.16707 0.12 0.04 -0.23 0.140
H 1.78052 -2.98826 -0.49685 -0.06 0.14 0.24 0.142
O -1.58799 -0.64002 -0.14823 -0.39 -0.59 0.09 -0.178
C -0.63413 -1.22656 0.56329 0.29 0.62 0.95 -0.076
C -2.49868 0.25426 0.52033 -0.03 -0.15 0.52 -0.133
O 0.19291 -1.71167 -0.32032 1.58 0.18 -0.91 -0.074
O -1.37502 1.93907 -0.77375 -1.17 4.16 3.23 -0.567
C -2.62703 1.49011 -0.36245 -0.76 0.05 0.28 -0.300
H -2.06637 0.50216 1.49815 -0.13 -0.10 -0.17 0.134
H -3.46166 -0.25431 0.65198 0.21 0.17 -0.01 0.144
H -3.18624 2.25087 0.20862 0.01 -0.25 -0.23 0.134
H -3.23893 1.23645 -1.24689 0.10 0.10 0.16 0.128
K -0.56725 0.54285 -2.00714 1.02 -3.95 -5.28 1.052
Mg 0.13620 2.76676 -0.03147 0.33 -1.42 0.42 1.159
```
Positions in Å, forces in eV/Å.

## Properties
- Frontier orbital gap: 7.57 eV
- Lowest unoccupied orbital energy: -4.848 eV
- Net charge: +1
- HOMO level: -12.416 eV



[2]
C6H8LiLuO6 as an isolated structure at a distorted geometry. Source: the OMol25 dataset; level of theory: ωB97M-V/def2-TZVPD.

XYZ file:
```
22
Properties=species:S:1:pos:R:3:forces:R:3:lowdin_charge:R:1
Lu 1.17991 -0.39943 -2.39695 -1.06 -0.79 -0.19 2.012
O 2.02044 -1.64119 -0.88641 0.64 0.43 -1.03 -0.074
O 1.25487 -0.56247 0.95341 -0.45 -0.79 -0.65 0.070
C -0.95848 1.71684 -1.83023 -0.92 -0.11 -0.10 -0.208
C 0.53940 1.67242 -2.06939 0.25 0.57 0.61 -0.316
O 0.74431 -2.82499 0.56313 0.52 0.94 -0.52 0.118
C 1.36968 -1.89861 0.11655 -0.72 -0.62 2.23 -0.589
H -1.35001 2.71969 -1.60895 0.27 -0.30 -0.19 0.147
H -1.52190 1.31704 -2.68555 0.06 0.17 0.14 0.131
H 1.05749 2.25502 -1.28896 -0.06 -0.12 -0.28 0.071
H 0.71381 2.20665 -3.01895 0.06 0.04 0.09 0.067
Li -1.17559 -2.71131 -0.17301 -0.22 0.21 0.40 0.821
O -0.73089 -1.01466 -1.46236 1.97 -0.77 -2.50 -0.191
O -1.40898 0.97306 -0.64739 0.13 0.34 -0.18 0.048
C 0.88855 -0.58489 2.17671 -0.15 1.36 -0.08 -0.084
C -0.24162 0.23333 2.63728 4.35 -1.50 2.06 0.065
O -1.63947 -0.87029 0.53817 0.20 0.12 -2.29 -0.018
C -1.29941 -0.32466 -0.55248 -0.90 0.38 3.92 -0.740
H 1.40379 -1.31070 2.81883 -0.32 0.05 0.07 0.177
H 0.03750 0.76047 3.56177 0.34 -0.34 0.46 0.132
H -0.45790 1.10417 2.01219 -1.71 -1.19 -0.56 0.133
H -0.42550 -0.81548 3.24257 -2.29 1.91 -1.41 0.230
```
Positions in Å, forces in eV/Å.

## Properties
- Frontier orbital gap: 8.55 eV
- Lowest unoccupied orbital energy: -8.517 eV
- Net charge: +2
- HOMO level: -17.066 eV



[3]
C6H8LiNiO6 as an isolated structure at a distorted geometry. Source: the OMol25 dataset; level of theory: ωB97M-V/def2-TZVPD.

XYZ file:
```
22
Properties=species:S:1:pos:R:3:forces:R:3:mulliken_spin:R:1
Ni -0.56235 -1.93770 1.23509 -0.99 0.19 -0.76 1.783
O 1.45838 -1.95540 1.29688 -0.24 0.01 -0.09 0.010
O 1.54168 -0.48958 -0.42937 0.28 1.12 -0.05 0.004
C -2.66324 -0.39456 0.01118 -0.19 0.41 0.51 -0.007
C -2.05552 -1.76953 -0.19676 0.41 0.12 0.13 0.165
O 2.47261 0.03769 1.66524 -0.16 -0.03 -0.47 0.006
C 1.92133 -0.84776 1.06503 0.20 -0.47 0.45 0.000
H -3.34749 -0.07791 -0.78840 0.20 -0.28 0.21 0.013
H -3.20549 -0.32680 0.96520 0.11 -0.07 -0.25 0.005
H -1.69467 -1.86193 -1.23499 0.12 -0.06 0.45 -0.001
H -2.88517 -2.48955 -0.09333 0.45 0.05 0.17 -0.007
Li 1.01954 1.24498 2.48984 -0.21 -0.09 -0.57 0.002
O -0.61462 -0.03580 1.83485 -0.02 -0.86 1.10 0.039
O -1.69377 0.70769 0.00143 -0.37 -0.02 -0.50 0.002
C 2.12824 0.46074 -1.04696 -1.29 -0.94 -0.36 0.001
C 1.34670 1.52992 -1.68391 4.29 -1.95 -1.20 0.000
O 0.07750 1.76526 0.77456 -0.96 -0.56 0.91 0.014
C -0.76705 0.83328 0.91320 1.64 1.10 -1.21 -0.029
H 3.22303 0.48354 -0.97561 -0.14 0.29 0.00 0.000
H 1.72450 1.71235 -2.70094 0.56 -0.10 -0.07 0.000
H 0.31772 1.24257 -1.91954 -0.42 1.33 1.68 0.000
H 2.25816 2.16849 -1.18269 -3.28 0.82 -0.07 0.000
```
Positions in Å, forces in eV/Å.

## Properties
- 2S+1: 3
- Frontier orbital gap (spin up / spin down): 7.99 / 8.74 eV
- Lowest unoccupied orbital energy (spin up / spin down): -4.636 / -4.659 eV
- Net charge: +1
- HOMO level (spin up / spin down): -12.623 / -13.397 eV
- ⟨S²⟩: 2.005



[4]
An isolated ion of composition C6H8N and charge +1 at a distorted geometry. Source: the OMol25 dataset; level of theory: ωB97M-V/def2-TZVPD.

XYZ file:
```
15
Properties=species:S:1:pos:R:3:forces:R:3:lowdin_charge:R:1
C 1.69442 -0.78868 -2.28691 -1.51 -0.04 -1.27 -0.060
C -0.49550 0.21976 0.53536 -0.34 -1.74 0.58 0.099
C -0.83836 1.34906 1.58230 0.32 -1.65 -2.01 -0.015
C 0.40112 -1.84152 -0.80280 -3.03 1.56 -2.77 -0.173
C 0.96132 0.31831 -1.64330 -0.98 -2.09 3.23 0.149
C 0.15664 -0.34171 -0.64971 0.60 1.96 1.32 -0.162
N 1.28976 -1.97964 -1.89763 1.57 1.60 0.23 0.119
H 2.28231 -0.68089 -3.20525 0.09 -0.03 0.64 0.132
H -0.35705 2.33853 1.43716 -0.48 -0.77 0.45 0.092
H -1.02521 -0.58406 1.11442 0.67 -0.08 -1.19 0.122
H -1.95990 1.32408 1.38471 1.00 0.55 0.54 0.128
H -0.68914 0.74105 2.54682 -0.04 1.59 -1.10 0.128
H 0.67055 -2.34492 0.06000 0.74 -1.17 1.70 0.120
H -0.55949 -2.31565 -1.20363 0.85 0.34 0.72 0.187
H 0.96083 1.39973 -1.56304 0.53 -0.02 -1.05 0.133
```
Positions in Å, forces in eV/Å.

## Properties
- Frontier orbital gap (spin up / spin down): 8.16 / 8.16 eV
- Lowest unoccupied orbital energy (spin up / spin down): -7.038 / -7.038 eV
- Net charge: +1
- HOMO level (spin up / spin down): -15.200 / -15.200 eV



> What is the formula in the third record?

C6H8LiNiO6